# 1
This record from OMol25 describes a molecular structure, C22H28ClN3O4 at a distorted geometry. The level of theory is ωB97M-V/def2-TZVPD.

The total energy comes out at -1779.701916 Ha. The value obtained for the energy above the lowest of the compared OMol25 structures with the same formula, charge and spin is 25.705 eV. The orbital gap is 8.0 eV. The value obtained for the maximum force is 0.2957 Eh/bohr.

The geometry in ORCA input format:
```
! RIJCOSX wB97M-V def2-TZVPD def2/J DEFGRID3
* xyz 0 1
C 6.8278 -0.1711 3.7561
H 7.0989 -1.1295 4.1306
H 6.9485 -0.3461 2.6455
H 7.3882 0.5974 4.1049
C 5.4614 -0.0823 3.7138
N 4.6669 -0.9971 3.2731
C 4.2627 -0.8139 2.0557
O 3.5286 -2.0097 1.4333
C 4.5107 0.1776 1.2120
H 5.5301 0.4115 1.0141
O 3.8678 0.1034 0.0978
C 2.6558 -0.2718 -0.1220
C 2.2812 -0.6560 -1.5431
O 0.8611 -1.0117 -1.5699
C 0.0272 -0.9108 -0.7778
C 0.3337 -0.1612 0.5865
C 1.6401 0.3273 0.7690
O 1.8893 0.8684 1.9385
H -0.6544 -0.2105 1.2043
C -1.3941 -1.1904 -1.0059
N -2.3053 -0.2907 -0.8994
C -3.6855 -0.6352 -0.8175
C -4.7614 0.4034 -0.5140
N -4.4883 1.7002 -1.2799
C -5.2133 1.4520 -2.6693
C -4.6471 2.2836 -3.8185
C -5.2061 2.5802 -5.0827
C -6.7291 2.0202 -4.9613
C -7.1492 1.6945 -3.8279
C -6.5433 1.4973 -2.7308
H -7.1075 0.9270 -1.8313
Cl -8.8433 1.0743 -4.0282
H -7.2334 2.2670 -5.9193
H -4.7090 2.9428 -5.9056
H -3.4624 2.5951 -3.8156
C -3.2694 1.9740 -1.1511
H -2.9710 2.8281 -1.9612
C -2.1770 1.1638 -1.5293
H -1.1226 1.2989 -1.4852
H -2.2320 0.7027 -2.5736
H -3.0328 2.4572 -0.2256
H -5.6671 0.1788 -0.4729
H -4.4244 0.7266 0.4510
H -3.7604 -1.4610 -0.4347
H -3.8592 -1.1004 -2.0207
H -1.7699 -2.0753 -0.6539
H -1.3668 -1.4366 -2.2702
H 2.8381 -0.7476 -2.2852
H 4.0177 1.0173 1.7542
C 4.3271 -2.3103 4.1453
C 5.1530 -3.5079 3.6874
H 5.1266 -3.7187 2.6173
H 4.6947 -4.4131 4.1315
H 6.1862 -3.0768 3.9485
H 3.1523 -2.4177 3.6926
H 4.1604 -1.9359 5.2449
H 5.1372 0.8961 3.5011
H 5.2121 -0.0774 5.0748
*
```

---

# 2
This record from OMol25 describes a molecular structure, C22H28CoN3O8 at a distorted geometry. The level of theory is ωB97M-V/def2-TZVPD.

The total energy comes out at -3004.321269 Ha. The value obtained for the energy above the lowest of the compared OMol25 structures with the same formula, charge and spin is 0.665 eV. Its expectation value of S² is 3.76. The orbital gap (spin up / spin down) is 8.3 / 8.4 eV. The value obtained for the maximum force is 0.0243 Eh/bohr.

The geometry in ORCA input format:
```
! RIJCOSX wB97M-V def2-TZVPD def2/J DEFGRID3
* xyz -1 4
Co -0.2423 -0.0435 0.1351
N 2.0929 -0.4867 0.1486
C 2.8187 0.5775 -0.5141
C 2.3066 1.8979 0.0632
N 0.8647 1.9541 -0.1200
H 2.2937 -0.4705 1.1555
H 2.3207 -1.3913 -0.2411
H 2.6010 0.5317 -1.5854
H 3.9127 0.5215 -0.3686
H 2.8290 2.7505 -0.4036
H 2.5134 1.8938 1.1362
H 0.6099 2.1974 -1.0708
H 0.4162 2.6012 0.5161
N -1.7251 -1.6340 0.5715
C -1.1248 -2.8856 0.1472
C -0.3726 -2.6442 -1.2091
O -0.1608 -3.6115 -1.9303
O -0.0403 -1.4493 -1.4296
H -1.9831 -1.5958 1.5524
H -2.5490 -1.4166 0.0200
H -1.8469 -3.7047 0.0119
H -0.3755 -3.1941 0.8830
C -6.6295 5.5501 -0.8652
C -5.6353 4.4818 -0.5067
C -5.9698 3.1390 -0.5851
C -5.0602 2.1464 -0.2502
C -5.4359 0.7010 -0.3845
C -3.7839 2.5082 0.1772
C -3.4179 3.8526 0.2306
C -2.0219 4.2508 0.6192
C -4.3493 4.8237 -0.1120
C -2.8052 1.4086 0.5904
O -3.0557 0.7638 1.6050
O -1.8277 1.2637 -0.1963
H -7.6439 5.1577 -0.8464
H -6.4312 5.9398 -1.8654
H -6.5645 6.3800 -0.1639
H -6.9620 2.8531 -0.9103
H -6.5174 0.5909 -0.4022
H -5.0207 0.1244 0.4383
H -5.0296 0.3039 -1.3155
H -1.6326 3.5843 1.3862
H -1.9921 5.2782 0.9824
H -1.3690 4.1739 -0.2518
H -4.0686 5.8693 -0.0682
O 2.1128 -0.0115 2.9599
C 0.8806 0.0012 3.0927
O 0.0202 -0.0537 2.1826
C 0.3021 0.0608 4.5005
C -1.0689 0.2048 4.6675
C -1.6453 0.2315 5.9330
C -0.7941 0.1126 7.0069
O -1.0912 0.1218 8.3581
C 0.1410 -0.0288 9.0208
O 1.1810 -0.1428 8.0825
C 0.5804 -0.0403 6.8399
C 1.1573 -0.0675 5.5966
H -1.6813 0.2982 3.7821
H -2.7092 0.3395 6.0690
H 0.1124 -0.9364 9.6500
H 0.3263 0.8497 9.6662
H 2.2167 -0.1848 5.4412
*
```

---

# 3
This record from OMol25 describes a molecular structure, C22H28IrN3O5Si2 at a distorted geometry. The level of theory is ωB97M-V/def2-TZVPD.

The total energy comes out at -2078.846345 Ha. The value obtained for the energy above the lowest of the compared OMol25 structures with the same formula, charge and spin is 0.546 eV. Its expectation value of S² is 6.04. The orbital gap (spin up / spin down) is 3.7 / 5.7 eV. The value obtained for the maximum force is 0.0273 Eh/bohr.

The geometry in ORCA input format:
```
! RIJCOSX wB97M-V def2-TZVPD def2/J DEFGRID3
* xyz 0 5
Ir -0.9130 0.4385 -0.2197
C 1.9864 -1.6228 1.5710
Si 2.1368 0.2234 1.2512
C 3.9711 0.5565 1.0217
C 1.5309 1.1757 2.7375
C 1.1545 0.7652 -0.2739
C 0.9121 2.2503 -0.2776
C 1.7049 3.3610 -0.2245
C 1.0919 4.6319 -0.1791
C -0.3212 4.7142 -0.1828
C -1.0859 3.5881 -0.2308
N -0.4707 2.3573 -0.2880
Si 1.7875 0.2142 -1.9644
C 2.1709 -1.6295 -1.9414
C 0.5000 0.6053 -3.2875
C 3.3290 1.1477 -2.4746
H 2.2507 -1.8274 2.6117
H 2.6692 -2.1923 0.9375
H 0.9798 -2.0073 1.4073
H 4.4947 0.3211 1.9524
H 4.1914 1.5961 0.7730
H 4.3941 -0.0782 0.2400
H 2.1054 0.8908 3.6225
H 0.4770 0.9787 2.9400
H 1.6485 2.2515 2.5919
H 2.7819 3.2558 -0.2077
H 1.6903 5.5301 -0.1363
H -0.8129 5.6768 -0.1478
H -2.1670 3.5987 -0.2360
H 1.5822 -2.1648 -1.1953
H 3.2249 -1.7931 -1.7036
H 1.9813 -2.0877 -2.9151
H -0.5350 0.4123 -2.9892
H 0.6959 0.0270 -4.1945
H 0.5525 1.6645 -3.5508
H 4.1800 0.9389 -1.8264
H 3.1479 2.2242 -2.4672
H 3.6071 0.8668 -3.4942
O -6.2437 0.8949 3.1531
C -5.2236 0.8123 2.5349
C -3.8098 0.6684 3.1318
O -3.5224 0.5977 4.3083
C -2.9060 0.6098 1.9719
C -3.6630 0.6747 0.7221
O -3.0740 0.5857 -0.3902
C -5.0997 0.8107 0.9967
O -6.0147 0.8912 0.2059
O -1.6511 0.4900 1.9634
N -2.0250 -5.7103 -0.5555
C -1.7749 -4.3816 -0.4755
C -1.7748 -3.7085 0.7533
C -1.4992 -2.3656 0.7903
N -1.2141 -1.6413 -0.3057
C -1.2160 -2.2833 -1.4863
C -1.4850 -3.6207 -1.6171
H -2.3416 -6.2156 0.2515
H -2.1340 -6.1528 -1.4493
H -1.9920 -4.2311 1.6751
H -1.4948 -1.8285 1.7291
H -0.9935 -1.6821 -2.3579
H -1.4725 -4.0734 -2.5992
*
```

---

# 4
This record from OMol25 describes 2 unconnected molecules or ions with the total composition C22H28N at a distorted geometry. The level of theory is ωB97M-V/def2-TZVPD.

The total energy comes out at -909.606013 Ha. The value obtained for the energy above the lowest of the compared OMol25 structures with the same formula, charge and spin is 0.747 eV. The orbital gap is 6.5 eV. The value obtained for the maximum force is 0.0596 Eh/bohr.

The geometry in ORCA input format:
```
! RIJCOSX wB97M-V def2-TZVPD def2/J DEFGRID3
* xyz 1 1
C -1.9927 1.3188 1.8746
C -1.9436 0.0657 2.7461
C -3.2351 0.0032 3.5633
C -1.8784 -1.1880 1.8749
C -0.7100 0.1302 3.6892
C 0.6798 0.1332 3.0568
C 1.4073 -1.1842 2.8630
C 1.3446 1.2594 2.7191
H -1.0871 1.4281 1.2717
H -2.8571 1.2715 1.2006
H -2.1034 2.2136 2.4958
H -3.2696 -0.8867 4.2031
H -3.3579 0.8864 4.1998
H -4.1016 -0.0422 2.8903
H -1.8725 -2.0929 2.4938
H -2.7602 -1.2378 1.2270
H -0.9878 -1.2000 1.2385
H -0.8202 1.0374 4.3048
H -0.7775 -0.7360 4.3666
H 0.8323 -2.0454 3.2238
H 1.6556 -1.3620 1.8035
H 2.3670 -1.1771 3.4002
H 2.3739 1.1921 2.3642
H 0.9183 2.2541 2.8715
C 4.1654 2.3352 0.3344
C 4.0918 0.8787 0.1755
N 4.9671 0.0418 0.7237
C 5.0793 -1.3237 0.3658
C 4.4639 -1.9760 -0.6793
C 4.7239 -3.3436 -0.8424
C 5.5952 -4.0037 0.0444
C 6.2459 -3.3169 1.0789
C 6.0025 -1.9505 1.2280
C 6.4865 -0.9441 2.1433
C 5.8558 0.2806 1.8117
C 6.1463 1.4492 2.4898
C 7.0434 1.3915 3.5689
C 7.6326 0.1722 3.9322
C 7.3664 -1.0031 3.2184
H 3.5311 2.7355 -0.4651
H 3.7677 2.7259 1.2801
H 5.1893 2.7019 0.1893
H 3.5385 0.4594 -0.6616
H 3.8128 -1.4115 -1.3432
H 4.2507 -3.8994 -1.6529
H 5.7628 -5.0718 -0.0815
H 6.9208 -3.8057 1.7800
H 5.6961 2.3797 2.1752
H 7.2787 2.2966 4.1259
H 8.3085 0.1482 4.7865
H 7.8089 -1.9601 3.4837
*
```

---

# 5
This record from OMol25 describes a molecular structure, C22H28N3O3Pt. The level of theory is ωB97M-V/def2-TZVPD.

The total energy comes out at -1364.447450 Ha. The value obtained for the energy above the lowest of the compared OMol25 structures with the same formula, charge and spin is 0.721 eV. Its expectation value of S² is 2.05. The orbital gap (spin up / spin down) is 6.4 / 5.3 eV. The value obtained for the maximum force is 0.0028 Eh/bohr.

The geometry in ORCA input format:
```
! RIJCOSX wB97M-V def2-TZVPD def2/J DEFGRID3
* xyz -1 3
Pt -0.8190 -0.6313 -0.7301
O -3.8363 -3.3063 -1.1546
C -2.9615 -2.5151 -0.8342
O -2.3778 -1.6643 -1.5983
C -2.4933 -2.5137 0.6149
C -3.0521 -3.3680 1.5507
C -2.5912 -3.3172 2.8464
C -1.5988 -2.3944 3.2047
C -1.0921 -2.3090 4.5372
C -0.0885 -1.3869 4.8519
C 0.4093 -0.5318 3.9132
C -0.0535 -0.4947 2.5040
C -1.0923 -1.5371 2.2035
N -1.5288 -1.6425 0.9443
H -3.8241 -4.0466 1.2177
H -2.9902 -3.9806 3.6054
H -1.4874 -2.9794 5.2895
H 0.2954 -1.3501 5.8648
H 1.1860 0.1732 4.1776
H -0.4923 0.4961 2.3100
C 4.0826 1.8086 2.3603
C 2.8154 1.2520 1.7742
C 2.0218 2.0883 0.9185
C 1.0788 1.4680 0.1382
N 0.7393 0.1801 0.2420
C 1.1487 -0.5446 1.4299
C 2.4509 -0.0303 1.9646
H 3.8682 2.7004 2.9554
H 4.7750 2.1097 1.5703
H 4.5819 1.0790 2.9993
H 2.2870 3.1205 0.7353
H 0.5910 1.9996 -0.6708
H 1.2478 -1.6034 1.1714
H 3.0706 -0.7095 2.5406
C -0.3489 -1.0323 -4.2912
C 0.5472 -0.2329 -3.3283
C 1.2204 0.9164 -4.0906
C 1.6273 -1.1542 -2.7488
N -0.3362 0.3468 -2.3380
H 0.2614 -1.4940 -5.0734
H -1.0841 -0.3740 -4.7569
H -0.8854 -1.8085 -3.7444
H 1.8403 0.5345 -4.9073
H 1.8554 1.4920 -3.4124
H 0.4639 1.5858 -4.5036
H 2.3027 -1.4930 -3.5409
H 1.1699 -2.0254 -2.2770
H 2.2083 -0.6271 -1.9898
C -2.0307 3.4344 -0.7429
C -1.3982 3.5965 -2.1183
O -1.8235 2.6073 -3.0189
H -1.6920 4.2166 -0.0573
H -1.7714 2.4624 -0.3168
H -3.1182 3.4817 -0.8279
H -0.3016 3.5934 -2.0208
H -1.6694 4.5702 -2.5399
H -1.3076 1.7851 -2.8021
*
```

---

# 6
This record from OMol25 describes C22H28N6O2S in the gas phase at a distorted geometry. The level of theory is ωB97M-V/def2-TZVPD.

As for the SMILES: Cc1nc2nc(SCC(=O)NCCN3CCOCC3)nn2c(C)c1Cc1ccccc1. The total energy comes out at -1732.366816 Ha. The value obtained for the energy above the lowest of the compared OMol25 structures with the same formula, charge and spin is 0.000 eV. The orbital gap is 8.3 eV. The value obtained for the maximum force is 0.0267 Eh/bohr.

The geometry in ORCA input format:
```
! RIJCOSX wB97M-V def2-TZVPD def2/J DEFGRID3
* xyz 0 1
C 0.7684 -3.3591 0.4321
C 0.2382 -1.9823 0.6564
N -0.7675 -1.6228 -0.1138
C -1.2667 -0.4155 0.0518
N -2.2563 0.1821 -0.5897
C -2.3047 1.4088 -0.0357
N -1.4230 1.6204 0.9341
N -0.7558 0.4679 0.9999
C 0.2709 0.1372 1.8030
C 0.8010 -1.1289 1.6378
C 1.9348 -1.6140 2.4970
C 1.4811 -2.6409 3.5081
C 0.2763 -2.4890 4.1829
C -0.1281 -3.4228 5.1201
C 0.6689 -4.5200 5.3980
C 1.8725 -4.6779 4.7330
C 2.2740 -3.7450 3.7933
H 3.2139 -3.8759 3.2756
H 2.5000 -5.5312 4.9437
H 0.3529 -5.2487 6.1292
H -1.0687 -3.2925 5.6344
H -0.3553 -1.6384 3.9703
H 2.7117 -2.0516 1.8664
H 2.3803 -0.7714 3.0293
C 0.7331 1.1711 2.7738
H 0.7449 0.7775 3.7885
H 0.0579 2.0217 2.7235
H 1.7390 1.5065 2.5228
S -3.4172 2.6389 -0.5054
C -4.2457 1.8399 -1.9259
H -5.1426 2.4333 -2.0950
H -4.4921 0.8195 -1.6418
C -3.3415 1.9054 -3.1502
O -3.3843 2.8285 -3.9384
N -2.5288 0.8403 -3.2689
H -2.4446 0.2256 -2.4605
C -1.4241 0.8365 -4.1949
H -1.4725 -0.0582 -4.8249
C -0.0804 0.8389 -3.4533
N -0.0657 1.7934 -2.3576
C -0.1885 3.1983 -2.7262
C 1.1142 3.7747 -3.2907
O 2.1906 3.6001 -2.3878
C 2.3630 2.2407 -2.0582
C 1.0757 1.6475 -1.4708
H 1.2245 0.5893 -1.2371
H 0.8371 2.1894 -0.5491
H 3.1729 2.2057 -1.3268
H 2.6665 1.6710 -2.9513
H 1.0231 4.8504 -3.4446
H 1.3577 3.2964 -4.2524
H -0.9987 3.3300 -3.4408
H -0.4479 3.7403 -1.8108
H 0.0653 -0.1480 -3.0010
H 0.7201 0.9945 -4.1947
H -1.5328 1.7163 -4.8335
H 1.8085 -3.3213 0.1108
H 0.7200 -3.9385 1.3523
H 0.1746 -3.8443 -0.3362
*
```